Record 1
DFT (the ωB97M-V functional and the def2-TZVPD basis) results for 2 unconnected molecules or ions with the total composition C5H11P at a distorted geometry.

```
! wB97M-V def2-TZVPD RIJCOSX def2/J DEFGRID3
* xyz 0 1
C 0.312 0.921 -0.595
C 0.384 2.171 -0.254
C 2.739 -0.429 -0.564
C -2.324 0.435 -0.062
C -0.277 -1.303 0.772
P -0.800 -0.503 -0.855
H 1.414 2.588 -0.338
H -0.568 2.688 -0.009
H 2.701 -0.186 0.463
H 3.336 0.263 -1.232
H 2.142 -1.209 -0.970
H -2.014 0.340 0.977
H -2.400 1.529 -0.297
H -3.253 -0.041 -0.369
H 0.503 -2.060 0.552
H 0.262 -0.534 1.331
H -1.179 -1.703 1.345
*
```

Computed properties:
**LUMO level (spin up / spin down)**: 0.364 / 0.406 eV
**Energy relative to the best compared isomer or geometry (same formula, charge and spin)**: 440.2 kJ/mol
**HOMO energy (spin up / spin down)**: -8.51 / -7.96 eV
**Orbital gap (spin up / spin down)**: 8.88 / 8.37 eV
**Max |F|**: 0.0501 Eh/bohr

These are the natural (NBO) partial charges, in e, on atoms 1 to 2: atom 1 (C): -0.191, atom 2 (C): -0.575

Record 2
DFT (the ωB97M-V functional and the def2-TZVPD basis) results for 2 unconnected molecules or ions with the total composition C5H12 at a distorted geometry.

```
! wB97M-V def2-TZVPD RIJCOSX def2/J DEFGRID3
* xyz 0 1
C 2.381 -0.914 1.893
C 1.044 -0.195 2.128
C -0.219 -1.122 2.160
H 3.191 -0.180 1.945
H 2.688 -1.721 2.588
H 2.384 -1.305 0.866
H 1.137 0.400 3.022
H 0.963 0.533 1.322
H -1.057 -0.747 2.737
H -0.058 -2.158 2.508
C -0.958 -1.158 -3.537
H -0.600 -1.218 1.155
C -1.931 -1.892 -2.926
H -1.010 -0.071 -3.703
H 0.011 -1.539 -3.895
H -2.854 -1.446 -2.496
H -1.832 -2.964 -2.655
*
```

Computed properties:
**LUMO level**: 1.062 eV
**Energy relative to the best compared isomer or geometry (same formula, charge and spin)**: 158.7 kJ/mol
**HOMO energy**: -10.08 eV
**Orbital gap**: 11.15 eV
**Max |F|**: 0.0245 Eh/bohr

These are the natural (NBO) partial charges, in e, on atoms 1 to 2: atom 1 (C): -0.605, atom 2 (C): -0.396

Record 3
DFT (the ωB97M-V functional and the def2-TZVPD basis) results for 2 unconnected molecules or ions with the total composition C5H12 at a distorted geometry.

```
! wB97M-V def2-TZVPD RIJCOSX def2/J DEFGRID3
* xyz 0 1
C -1.630 1.106 2.533
C -1.854 -0.372 2.392
H -2.375 1.649 1.960
H -0.686 1.350 2.037
H -1.559 1.519 3.537
H -2.028 -0.597 1.341
H -1.031 -0.940 2.810
H -2.744 -0.742 2.902
C 0.642 -0.854 -2.730
C 1.708 -0.081 -2.010
C 1.670 0.202 -0.712
H 0.605 -1.921 -2.527
H -0.312 -0.445 -2.401
H 0.711 -0.740 -3.803
H 2.633 0.214 -2.502
H 2.349 0.897 -0.228
H 0.958 -0.217 -0.003
*
```

Computed properties:
**LUMO level**: 1.092 eV
**Energy relative to the best compared isomer or geometry (same formula, charge and spin)**: 138.6 kJ/mol
**HOMO energy**: -9.52 eV
**Orbital gap**: 10.61 eV
**Max |F|**: 0.0204 Eh/bohr

These are the natural (NBO) partial charges, in e, on atoms 1 to 2: atom 1 (C): -0.605, atom 2 (C): -0.605

Record 4
DFT (the ωB97M-V functional and the def2-TZVPD basis) results for a single C5H12 molecule at a distorted geometry.

```
! wB97M-V def2-TZVPD RIJCOSX def2/J DEFGRID3
* xyz 0 1
C -1.628 0.709 -1.043
C -1.060 -0.273 -0.023
C 0.363 0.049 0.423
C 0.890 -1.001 1.410
C 1.399 0.410 -0.653
H -0.921 0.925 -1.845
H -1.860 1.665 -0.564
H -2.577 0.389 -1.477
H -1.164 -1.303 -0.394
H -1.703 -0.255 0.858
H 0.215 0.947 1.049
H 1.766 -0.609 1.919
H 0.145 -1.285 2.160
H 1.202 -1.903 0.876
H 2.389 0.141 -0.299
H 1.176 -0.093 -1.600
H 1.365 1.485 -0.797
*
```

Computed properties:
**LUMO level**: 1.222 eV
**Energy relative to the best compared isomer or geometry (same formula, charge and spin)**: 30.7 kJ/mol
**HOMO energy**: -10.78 eV
**Orbital gap**: 12.00 eV
**Max |F|**: 0.0267 Eh/bohr

These are the natural (NBO) partial charges, in e, on atoms 1 to 2: atom 1 (C): -0.609, atom 2 (C): -0.391

Record 5
DFT (the ωB97M-V functional and the def2-TZVPD basis) results for 2 unconnected molecules or ions with the total composition C5H12 at a distorted geometry.

```
! wB97M-V def2-TZVPD RIJCOSX def2/J DEFGRID3
* xyz 0 1
C 1.965 -0.781 0.811
C 1.519 0.553 -0.125
C -1.533 -0.041 -1.238
C -2.889 -0.074 -0.552
C 1.783 1.029 1.124
H 2.045 -1.443 -0.040
H 2.956 -0.823 1.275
H 2.259 0.581 -0.922
H -0.932 -0.950 -1.175
H -1.570 0.326 -2.264
H -0.864 0.647 -0.720
H -2.788 -0.210 0.525
H -3.424 0.858 -0.744
H -3.525 -0.884 -0.913
H 1.268 -1.191 1.539
H 2.767 1.175 1.606
H 0.963 1.226 1.814
*
```

Computed properties:
**LUMO level**: 0.745 eV
**Energy relative to the best compared isomer or geometry (same formula, charge and spin)**: 524.3 kJ/mol
**HOMO energy**: -7.30 eV
**Orbital gap**: 8.04 eV
**Max |F|**: 0.0322 Eh/bohr

These are the natural (NBO) partial charges, in e, on atoms 1 to 2: atom 1 (C): -0.595, atom 2 (C): -0.499

Record 6
DFT (the ωB97M-V functional and the def2-TZVPD basis) results for a molecular structure, C5H12.

```
! wB97M-V def2-TZVPD RIJCOSX def2/J DEFGRID3
* xyz 0 1
C 2.287 -0.155 0.188
C 0.901 -0.623 0.601
C -0.856 -0.156 -0.784
C -0.768 1.344 -0.731
C -1.951 -0.692 0.094
H 2.269 0.890 -0.140
H 3.000 -0.227 1.019
H 2.677 -0.759 -0.638
H 0.440 0.016 1.356
H 0.886 -1.661 0.952
H 0.288 -0.715 -0.465
H -1.549 1.698 -1.422
H -0.976 1.808 0.249
H 0.181 1.725 -1.121
H -2.108 -0.163 1.050
H -2.873 -0.566 -0.493
H -1.848 -1.764 0.285
*
```

Computed properties:
**LUMO level**: 1.182 eV
**Energy relative to the best compared isomer or geometry (same formula, charge and spin)**: 406.9 kJ/mol
**HOMO energy**: -7.54 eV
**Orbital gap**: 8.72 eV
**Max |F|**: 0.0054 Eh/bohr

These are the natural (NBO) partial charges, in e, on atoms 1 to 2: atom 1 (C): -0.624, atom 2 (C): -0.479

Record 7
DFT (the ωB97M-V functional and the def2-TZVPD basis) results for a molecular structure, C5H12AlO3 at a distorted geometry.

```
! wB97M-V def2-TZVPD RIJCOSX def2/J DEFGRID3
* xyz 1 1
O -1.266 2.047 0.725
C -2.337 1.172 0.720
C -1.913 -0.252 0.377
O -1.198 -0.191 -0.858
C -0.251 -1.184 -1.193
C 0.952 -1.214 -0.272
O 1.463 0.109 -0.165
C 2.695 0.207 0.535
H -3.109 1.480 -0.017
H -2.844 1.123 1.705
H -2.778 -0.919 0.245
H -1.260 -0.640 1.174
H 0.082 -0.918 -2.206
H -0.737 -2.169 -1.196
H 1.725 -1.870 -0.700
H 0.696 -1.582 0.734
H 2.856 1.266 0.763
H 2.652 -0.378 1.465
H 3.511 -0.166 -0.100
H 0.928 2.562 -1.304
Al 0.132 1.516 -0.432
*
```

Computed properties:
**LUMO level**: -3.148 eV
**HOMO energy**: -13.88 eV
**Orbital gap**: 10.74 eV
**Max |F|**: 0.0712 Eh/bohr

These are the natural (NBO) partial charges, in e, on atoms 1 to 2: atom 1 (O): -0.908, atom 2 (C): -0.082

Record 8
DFT (the ωB97M-V functional and the def2-TZVPD basis) results for a single C5H12BNO molecule at a distorted geometry.

```
! wB97M-V def2-TZVPD RIJCOSX def2/J DEFGRID3
* xyz 0 1
B 1.572 0.109 -0.163
C -0.730 0.493 0.311
C -0.445 -0.899 -0.415
C 3.180 0.036 0.069
C -1.817 1.421 -0.145
C -1.527 -1.865 0.032
N 0.652 1.120 0.137
O 0.899 -1.050 -0.362
H -0.801 0.327 1.336
H -0.698 -0.686 -1.585
H 3.444 -0.001 1.113
H 3.604 0.812 -0.468
H 3.567 -0.901 -0.338
H -1.591 1.782 -1.181
H -1.666 2.275 0.492
H -2.885 1.162 -0.036
H -1.414 -1.793 1.006
H -1.538 -2.888 -0.335
H -2.475 -1.429 -0.100
H 0.669 1.975 0.634
*
```

Computed properties:
**LUMO level**: 0.722 eV
**Energy relative to the best compared isomer or geometry (same formula, charge and spin)**: 0.0 kJ/mol
**HOMO energy**: -9.23 eV
**Orbital gap**: 9.95 eV
**Max |F|**: 0.1331 Eh/bohr

These are the natural (NBO) partial charges, in e, on atoms 1 to 2: atom 1 (B): 0.994, atom 2 (C): -0.055